# 1
{"formula": "C2H3NO2", "method": "ωB97M-V/def2-TZVPD", "e_tot_ev": -7707.788, "smiles": "O=CNC=O", "relative_energy_kcal_mol": 1.3, "orbital_gap_ha": 0.406, "e_homo_ha": -0.383, "charge": 0, "symbols": ["C", "H", "O", "O", "C", "N", "H", "H"], "xyz": [[0.9874, -0.3205, 0.0364], [-1.9582, 1.3321, 0.0020], [2.1709, -0.1442, -0.0233], [-1.7812, -0.7207, -0.0158], [-1.3394, 0.4074, 0.0079], [0.0170, 0.6747, -0.0035], [0.3455, 1.6216, 0.0125], [0.4880, -1.2790, 0.0573]], "forces_ev_per_angstrom": [[-0.5, -0.2, -0.5], [0.1, -0.4, 0.1], [0.0, 0.4, 0.2], [0.0, 0.9, 0.1], [-0.1, -0.7, -0.2], [0.4, 0.3, 0.2], [0.0, 0.4, 0.0], [0.1, -0.7, 0.2]]}

***

# 2
{"formula": "C4H9NO2", "method": "ωB97M-V/def2-TZVPD", "e_tot_ev": -9878.566, "smiles": "NC(=O)CCCO", "relative_energy_kcal_mol": 34.5, "orbital_gap_ha": 0.396, "e_homo_ha": -0.366, "charge": 0, "symbols": ["H", "H", "H", "H", "H", "H", "O", "C", "C", "H", "H", "C", "C", "O", "H", "N"], "xyz": [[0.6939, 2.3822, -1.5102], [1.1167, -1.6242, -0.5673], [0.3545, 0.2219, -1.8825], [-0.2694, 3.2820, -0.5476], [1.4863, -0.1947, 0.3263], [-1.1563, -1.9382, 0.6933], [-1.6576, 1.5297, 0.3969], [-0.7366, 1.2829, -0.3940], [-0.1869, 0.0184, -1.0285], [-0.6354, -0.4778, 1.6375], [-1.0357, -0.7342, -1.3737], [0.6324, -0.7770, -0.0102], [-0.3045, -1.2958, 1.0624], [0.4836, -2.2805, 1.7660], [1.1965, -1.8036, 2.2154], [0.0183, 2.4088, -0.7836]], "forces_ev_per_angstrom": [[0.4, -0.3, -0.4], [-0.6, 0.5, 0.6], [1.2, 0.8, -1.7], [-1.2, 2.7, 1.1], [-0.1, 0.3, 0.7], [0.7, 1.2, 0.0], [1.2, -1.9, -1.2], [-0.3, 3.3, 0.1], [-3.1, -2.3, 1.4], [-0.7, 0.7, 1.1], [1.3, 1.9, 0.7], [-0.3, -0.7, -1.9], [1.5, -2.6, -0.8], [-0.2, 0.5, 1.0], [-0.2, -0.3, 0.0], [0.5, -3.7, -0.6]]}

***

# 3
{"formula": "C8H16N2O2S", "method": "ωB97M-V/def2-TZVPD", "e_tot_ev": -26465.479, "smiles": "CC(=O)SCCNC(=O)CCCN", "relative_energy_kcal_mol": 45.2, "orbital_gap_ha": 0.339, "e_homo_ha": -0.321, "charge": 0, "symbols": ["H", "H", "C", "H", "O", "N", "H", "H", "H", "C", "H", "H", "H", "C", "C", "H", "O", "C", "N", "H", "C", "H", "C", "H", "S", "H", "C", "H", "H"], "xyz": [[-3.1591, -3.7549, 2.7039], [2.5355, 2.9737, 1.5606], [-2.0774, -2.9030, 1.1721], [2.3078, 3.8535, -3.1712], [2.0786, 0.9941, -1.7661], [0.7053, 0.2217, 0.6267], [-0.0681, -2.2565, -0.1160], [0.2431, 1.9973, 1.6610], [-1.7479, -3.8602, 0.8534], [1.9083, 2.2262, -1.8266], [2.7669, 2.1265, -3.7743], [-1.2324, -2.5175, 1.7502], [-2.8441, -1.2544, -0.0099], [1.9610, 2.7628, -3.2405], [-0.6003, -0.2498, 0.5372], [-0.4925, -1.3229, -1.4320], [-1.5022, 0.3461, 1.0965], [2.2032, 2.2568, 0.8401], [-3.2701, -3.0429, 1.9439], [1.0064, 2.7379, -3.7926], [-2.1702, -2.0631, -0.1108], [-2.5217, -2.6835, -0.9555], [1.1609, 1.3332, 1.4617], [2.8870, 1.5439, 0.3962], [1.4407, 3.2458, -0.4826], [1.3695, -0.0049, -0.1558], [-0.7881, -1.5299, -0.4265], [1.5459, 0.9239, 2.3917], [-3.6459, -2.1000, 2.2653]], "forces_ev_per_angstrom": [[-0.3, 1.4, -0.9], [0.7, 0.1, 0.4], [0.7, 0.8, -0.2], [-0.5, -1.4, -0.5], [0.3, 2.0, 1.0], [1.1, -0.6, -1.4], [0.7, -0.5, 0.4], [1.1, -1.2, 0.2], [0.2, -1.2, -0.2], [-0.8, -3.2, -1.7], [-1.5, 1.2, 0.7], [0.1, 0.3, 0.2], [-0.8, 0.9, 0.2], [1.9, 1.6, -0.3], [1.2, 0.8, -1.1], [-0.4, 0.6, -0.8], [-0.1, -0.9, 0.0], [-1.8, -1.5, -0.7], [-1.4, 0.6, 1.0], [0.4, -0.2, 0.5], [0.2, -1.3, -0.9], [0.0, 0.2, 0.4], [-2.7, 1.1, 0.5], [1.0, 0.7, -0.1], [0.8, 0.0, -0.3], [-1.1, 0.0, 1.1], [-0.2, 1.5, 2.4], [0.0, 0.1, 0.3], [0.8, -2.0, -0.2]]}

***

# 4
{"formula": "C17H51NO10S9", "method": "ωB97M-V/def2-TZVPD", "e_tot_ev": -137930.425, "orbital_gap_ha": 0.325, "e_homo_ha": -0.308, "charge": 0, "symbols": ["H", "O", "O", "H", "C", "C", "H", "H", "H", "H", "H", "S", "C", "H", "O", "H", "C", "S", "H", "S", "H", "H", "H", "H", "H", "H", "O", "S", "S", "O", "H", "H", "S", "H", "H", "O", "H", "H", "S", "H", "H", "H", "H", "H", "H", "O", "H", "H", "H", "H", "H", "C", "C", "H", "H", "H", "H", "H", "H", "C", "H", "H", "O", "H", "H", "C", "C", "C", "H", "N", "O", "H", "C", "H", "H", "O", "H", "H", "C", "H", "H", "C", "S", "C", "C", "C", "S", "C"], "xyz": [[4.1836, -3.5037, 1.3826], [6.8715, -0.7350, -3.8173], [-2.2842, -0.3078, 0.6280], [-2.4350, 4.9855, 3.2333], [-0.0994, 0.6002, -0.5428], [2.3848, -6.8621, 2.9362], [-9.4428, 0.2704, -0.5180], [9.7997, -2.6239, -4.5606], [0.7247, 4.6062, 6.9751], [-5.8627, 3.5745, -4.0569], [1.9418, 4.6618, 4.1266], [8.3325, -0.9730, -3.6543], [-5.2884, 3.9917, -3.2302], [-0.9535, -1.9738, -1.2133], [-10.1207, 2.4802, -2.2922], [3.3291, -1.3319, -0.2003], [9.1623, 0.1455, -4.7856], [-0.8124, -0.5185, 0.6717], [0.9678, 0.3984, -0.6370], [-6.3240, 4.0547, -1.7647], [1.6177, -7.2643, 3.5947], [-4.9371, 4.9956, -3.4692], [-7.0256, 6.1227, -2.7275], [2.9154, -6.1057, 3.5142], [-0.2446, 1.6161, -0.1803], [3.1447, -1.0134, -1.9500], [5.0380, -3.6679, -0.5090], [-10.8928, 2.0430, -1.0997], [0.2923, 3.2216, 5.0735], [-1.1722, 3.3826, 5.2805], [4.1801, -2.5316, -3.7818], [4.2485, -7.9258, 3.0839], [5.2355, -7.1197, 0.6883], [0.5051, 5.5667, 4.7039], [0.4361, 4.6350, 3.1790], [1.2741, -4.5833, 0.2410], [8.7394, 0.0308, -5.7833], [-0.6053, 0.4653, -1.4995], [-1.6534, 3.8573, 1.3184], [-3.5083, 3.3450, -0.0766], [4.7653, -0.9352, -1.1884], [3.9368, -9.0835, 0.7650], [5.7422, -2.3725, -2.9348], [0.6061, -2.1517, -0.3421], [-10.1184, 3.9511, 0.1145], [-5.5528, 4.7836, -0.7201], [0.8345, 2.8668, 7.3517], [-2.7243, 4.8737, -0.5581], [-8.2525, 5.4106, -1.6443], [10.2298, -0.0732, -4.7893], [2.1702, 3.6639, 6.4841], [-2.5566, 3.8505, -0.2254], [1.0906, 3.6394, 6.6298], [2.8599, -8.9463, 2.7917], [-11.5456, 3.1942, 0.8918], [8.2471, -3.3067, -4.0215], [-8.0372, 4.7390, -3.2747], [-11.7480, 4.1840, -0.5746], [4.1744, -3.4521, 3.0243], [-9.7364, 1.1922, -0.0211], [4.7346, -6.0895, 0.0072], [-4.4428, 3.3446, -3.0069], [1.6373, -6.2599, 1.8671], [-8.8610, 1.8214, 0.1394], [-2.9732, 5.7986, 1.7281], [3.3242, -7.9991, 2.5117], [-11.0918, 3.4902, -0.0537], [3.7945, -1.4303, -1.1806], [5.1355, -3.9854, -3.4108], [3.6524, -3.1754, 2.1980], [2.4303, -3.9497, 2.3044], [-1.9609, 3.3108, -0.9605], [-7.5299, 5.2032, -2.4298], [-0.8677, -2.8593, 0.3334], [2.9088, -7.7102, 0.3837], [-0.4385, 4.7065, 1.1144], [8.3269, -2.4114, -5.5633], [-3.7801, 4.2990, 2.2880], [-0.4695, -2.0254, -0.2371], [-10.2266, 0.9609, 0.9244], [8.9955, 1.1580, -4.4256], [-2.8375, 4.8418, 2.2318], [2.3416, -5.0390, 1.0803], [0.8530, 4.6729, 4.1845], [8.7196, -2.4807, -4.5490], [4.8556, -2.9921, -3.0618], [4.0184, -3.1807, -1.4943], [3.7036, -8.0577, 1.0370]], "forces_ev_per_angstrom": [[0.0, -0.1, 0.0], [0.0, 0.0, 0.0], [0.0, 0.0, -0.1], [0.0, -0.1, 0.0], [0.0, 0.0, 0.0], [0.0, -0.1, 0.4], [0.0, 0.0, 0.0], [0.0, 0.0, 0.0], [0.0, 0.0, 0.0], [0.0, 0.0, 0.0], [0.0, 0.0, 0.0], [0.1, 0.1, 0.1], [0.0, 0.0, -0.1], [0.0, 0.0, 0.0], [0.1, 0.1, -0.1], [0.0, 0.0, 0.0], [0.0, 0.0, -0.1], [0.0, 0.0, 0.1], [0.0, 0.0, 0.0], [-0.1, -0.2, 0.0], [0.0, 0.1, 0.0], [0.0, 0.0, 0.0], [0.0, 0.0, 0.0], [0.0, 0.2, -0.2], [0.0, 0.0, 0.0], [0.0, 0.0, 0.0], [0.1, 0.0, 0.1], [0.0, 0.0, 0.0], [0.1, 0.0, -0.1], [-0.1, 0.1, 0.0], [0.0, 0.0, 0.0], [0.0, 0.0, 0.1], [0.2, -0.1, 0.0], [0.0, 0.0, 0.0], [0.0, 0.0, 0.0], [-0.4, 0.1, -0.6], [0.0, 0.0, 0.0], [0.0, 0.0, 0.0], [-0.1, -0.2, 0.1], [0.0, 0.0, 0.0], [0.0, 0.0, 0.0], [-0.1, -0.1, 0.0], [-0.1, 0.0, 0.0], [0.0, 0.0, 0.0], [0.0, 0.0, 0.0], [0.0, 0.1, 0.0], [0.0, 0.0, 0.0], [0.0, 0.0, 0.0], [0.0, 0.0, 0.0], [0.0, 0.0, 0.0], [0.0, 0.0, 0.0], [0.0, 0.0, -0.2], [0.0, 0.0, 0.1], [-0.1, 0.0, -0.1], [0.0, 0.0, 0.0], [0.0, 0.0, 0.0], [0.0, 0.0, 0.0], [0.0, 0.0, 0.0], [0.1, -0.1, 0.0], [0.0, 0.0, 0.1], [-0.1, 0.2, 0.0], [0.0, 0.0, 0.0], [0.1, 0.1, 0.4], [0.0, 0.0, 0.0], [0.0, 0.0, 0.0], [-0.1, -0.2, -0.1], [0.0, 0.1, 0.0], [0.0, 0.1, 0.1], [-0.1, 0.0, 0.0], [0.0, 0.3, 0.2], [0.2, -0.3, -0.1], [0.0, 0.0, 0.1], [0.0, 0.1, -0.1], [0.0, 0.0, 0.0], [0.0, -0.1, 0.0], [0.0, 0.1, 0.0], [0.0, 0.0, 0.0], [0.0, 0.0, 0.0], [0.0, 0.1, -0.1], [0.0, 0.0, 0.0], [0.0, 0.0, 0.0], [0.0, 0.1, 0.1], [0.1, 0.0, 0.1], [0.0, 0.1, 0.0], [0.0, 0.0, -0.1], [0.2, -0.1, 0.0], [-0.3, 0.0, -0.2], [0.4, 0.1, 0.0]]}

***

# 5
{"formula": "C20H18BNO5", "method": "ωB97M-V/def2-TZVPD", "e_tot_ev": -33437.556, "smiles": "O=C(COc1ccc(-c2ccccc2)cc1)Nc1cc(B(O)O)ccc1O", "orbital_gap_ha": 0.321, "e_homo_ha": -0.309, "charge": 0, "symbols": ["H", "H", "C", "C", "H", "C", "C", "O", "H", "C", "H", "C", "H", "O", "C", "H", "H", "B", "O", "C", "H", "H", "C", "H", "C", "C", "H", "C", "H", "O", "C", "C", "C", "C", "C", "O", "H", "H", "C", "H", "H", "C", "C", "N", "H"], "xyz": [[6.7455, 3.2470, 0.7601], [3.6897, -0.5697, -2.3399], [6.7180, 1.2980, 1.4221], [1.6806, -0.1869, -2.5082], [-4.6671, -4.9706, 3.3692], [4.9912, -0.1158, 0.5309], [-3.2614, -0.3817, 0.1912], [-0.5752, 0.5275, -2.9291], [6.4732, -0.6008, 1.9210], [-2.0673, 1.3229, -1.1824], [7.6431, 1.3812, 1.9879], [-4.4183, 0.3033, 0.5732], [4.7390, 3.0127, -0.7093], [-4.7188, -4.0537, 3.2225], [0.8087, 1.5981, -1.0806], [-0.0069, 2.1976, -0.7116], [-2.7897, -5.6256, 1.8801], [-3.9236, -3.6938, 2.1306], [-2.1494, 2.3071, -0.4620], [2.8887, -0.0458, -1.9423], [-3.9030, 1.8004, -0.4062], [2.1658, 2.3769, 0.2707], [3.1236, 0.9070, -0.9030], [1.4521, -0.9652, -3.2687], [6.0566, 0.0913, 1.3009], [-5.3866, -0.2538, 1.3938], [-5.8635, -2.0050, 2.6655], [5.0371, 2.1988, -0.0998], [-1.0696, 2.4723, -2.7208], [-4.7758, 1.4787, -0.0692], [0.5961, 0.6869, -2.1432], [-5.1664, -1.5303, 1.9729], [-3.0471, -1.6771, 0.7127], [-4.0105, -2.2119, 1.6106], [6.2138, 2.3200, 0.7026], [-3.1192, -4.7670, 1.5435], [-2.1566, -2.1780, 0.4002], [-2.1364, -0.5443, -1.7266], [2.0113, 1.6899, -0.5031], [-6.2622, 0.3678, 1.5866], [-2.5085, 1.4126, -3.2842], [4.4422, 0.9587, -0.2088], [-1.5864, 1.5197, -2.6088], [-2.4652, 0.0477, -0.9074], [4.5587, -1.1469, 0.5662]], "forces_ev_per_angstrom": [[0.0, 0.7, -0.2], [1.5, -1.2, -0.4], [0.1, -0.2, -0.3], [-3.6, 0.4, -1.1], [0.0, -1.8, 0.4], [-2.2, -1.2, -1.2], [0.2, -2.0, 0.2], [0.1, 0.4, 1.0], [0.6, -2.6, 1.3], [-0.3, 0.2, -0.2], [-0.3, 0.1, 0.0], [-1.2, 0.8, -1.3], [-0.5, 0.7, -0.3], [0.4, 2.2, -1.1], [-2.9, -0.9, -2.3], [0.2, 0.2, 0.0], [-0.9, 1.2, 0.2], [0.9, -2.7, 0.6], [-0.7, -0.3, 0.5], [0.5, 2.0, 2.0], [-1.1, 0.7, 0.4], [0.1, 0.9, 1.2], [-1.1, -1.1, -0.8], [0.4, 0.8, 0.5], [1.5, 1.3, 0.7], [0.4, -0.8, 1.2], [0.1, 0.3, -0.3], [2.2, -0.9, 1.1], [-0.7, 0.3, 0.1], [1.6, -0.8, 0.3], [1.1, -1.0, -0.4], [0.0, 1.6, -0.9], [-1.6, 1.7, 0.5], [1.2, -1.6, -0.5], [-0.9, 1.5, -1.1], [-0.4, 1.8, 0.0], [0.2, -0.6, 0.0], [-1.0, 0.2, 1.9], [3.6, -1.3, -0.1], [0.2, -0.4, 0.0], [1.7, 0.1, 0.6], [-0.9, 0.5, 0.4], [0.4, -0.9, -0.7], [1.2, 0.7, -1.7], [0.0, 1.2, -0.4]]}

***

# 6
{"formula": "C14H22BCoN2O5S", "method": "ωB97M-V/def2-TZVPD", "e_tot_ev": -77234.614, "multiplicity": 2, "relative_energy_kcal_mol": 2.9, "orbital_gap_ha": [0.251, 0.239], "s2": 0.916, "e_homo_ha": [-0.151, -0.139], "charge": -1, "symbols": ["O", "H", "C", "H", "C", "C", "O", "C", "C", "B", "H", "H", "H", "H", "Co", "H", "H", "H", "C", "O", "S", "C", "C", "H", "H", "N", "H", "C", "H", "H", "C", "C", "H", "O", "H", "O", "H", "H", "H", "N", "C", "C", "C", "H", "H", "H"], "xyz": [[-0.6955, 1.9766, 0.0362], [-1.3871, 1.1713, 3.2021], [-2.4098, 2.9762, 1.4352], [-4.4456, 1.4077, 0.3916], [-2.9130, -0.4690, 1.5939], [-1.6099, 1.7204, 1.0945], [0.7731, -1.5308, -2.3573], [-2.4509, 0.5317, 0.5377], [-3.6809, 0.9917, -0.2613], [-0.5387, 0.8093, -0.7319], [3.8658, 3.0156, 0.4780], [-1.7326, 3.7413, 1.8108], [0.9404, -3.9765, 1.3516], [3.5912, 3.0611, -1.2741], [1.2866, 0.1851, -1.4166], [-0.0519, 2.1056, 2.5178], [-4.0942, 0.1269, -0.7781], [-0.2215, 0.4050, 2.0946], [0.8660, -2.6988, -0.3356], [5.2053, 0.4984, -2.7126], [1.5510, -1.3595, 0.4713], [3.5059, 2.4276, -0.3855], [-0.1928, -3.5903, -2.2522], [-2.0739, -0.9533, 2.0802], [1.4728, 2.8164, -0.3732], [0.5031, -2.5904, -1.6564], [-0.5170, -3.3797, -3.2587], [4.3645, 1.1805, -0.5727], [-0.9521, -5.5710, -2.1526], [1.9462, 1.6769, 0.7046], [0.0394, -4.9784, -0.3269], [-0.4197, -4.7904, -1.6297], [-3.3917, 1.7278, -1.0075], [-1.5533, -0.0754, -0.3846], [-3.5197, 0.0430, 2.3386], [3.0052, 0.5013, -2.4230], [-3.1421, 2.7467, 2.2079], [4.0206, 0.3980, 0.1077], [-2.9200, 3.3731, 0.5626], [2.1107, 2.0421, -0.2284], [4.1938, 0.6659, -2.0388], [0.6454, -3.9090, 0.3162], [-0.7723, 1.3152, 2.3173], [5.4182, 1.3939, -0.3865], [-3.5186, -1.2363, 1.1183], [-0.1005, -5.9236, 0.1753]], "forces_ev_per_angstrom": [[-0.1, 0.5, -0.3], [-0.1, -0.1, 0.1], [0.2, -0.3, -0.2], [-0.1, 0.1, 0.0], [0.2, 0.2, -0.3], [-0.2, -0.1, 0.5], [0.0, 0.6, -0.3], [-0.5, 0.3, 0.0], [0.3, -0.1, 0.1], [1.0, -0.9, 0.3], [-0.1, -0.1, -0.2], [0.0, 0.1, 0.1], [0.1, 0.0, 0.0], [0.0, 0.0, 0.1], [0.0, 1.2, 0.5], [0.1, 0.1, 0.0], [0.0, 0.0, 0.0], [0.1, -0.2, 0.0], [0.2, 0.9, 0.2], [0.4, 0.0, -0.2], [0.2, 0.1, -0.1], [0.4, 0.0, 0.1], [0.2, 0.0, 0.0], [0.1, -0.1, 0.1], [0.0, -0.1, 0.1], [-0.5, -0.5, 0.4], [0.1, 0.1, 0.0], [-0.1, 0.0, -0.7], [0.0, 0.0, -0.1], [-0.1, 0.1, -0.1], [0.2, 0.7, 0.3], [0.0, -0.1, 0.0], [0.0, 0.1, -0.1], [-0.4, -0.3, 0.0], [-0.1, 0.0, 0.1], [-0.7, -0.5, -0.5], [-0.1, 0.0, 0.1], [0.0, 0.0, 0.1], [-0.1, 0.0, -0.1], [-0.6, -0.4, -0.2], [0.7, 0.1, 0.9], [-0.5, -1.2, -0.3], [-0.1, 0.1, -0.4], [-0.1, -0.1, 0.0], [-0.1, -0.1, 0.0], [0.0, 0.0, 0.1]]}

***

Number 1: M 73.05 g/mol. Number 2: M 103.12 g/mol. Number 3: M 204.29 g/mol. Number 4: M 718.19 g/mol. Number 5: M 363.18 g/mol. Number 6: M 400.15 g/mol.